Below is the molecule C10H14ClPSi at a distorted geometry, with properties calculated with the ωB97M-V functional and the def2-TZVPD basis.

Summary:
Kohn-Sham gap = 0.264 hartree
ΔE to the lowest compared entry with this formula, charge and spin = 2.4 kcal/mol
E_HOMO = -8.032 eV
Lowest unoccupied orbital energy = -0.85 eV
SMILES = C[Si](C)(C)/C(=P\Cl)c1ccccc1
2S+1 = 1
E = -40285.02466 eV

Structure (XYZ):
```
27
C10H14ClPSi, DFT the ωB97M-V functional and the def2-TZVPD basis
C 2.051 1.239 1.868
H -4.159 -3.145 0.597
H 1.213 1.082 2.592
C -1.002 -2.723 -0.689
H -1.259 -0.363 1.739
H 0.087 2.289 -1.248
H 2.861 0.332 -2.035
H 3.681 1.421 -0.725
P 1.959 -2.535 -0.513
C -2.850 -1.581 1.054
C -1.520 -1.072 0.934
H -3.547 -1.216 1.807
C -2.225 -3.318 -0.442
H 2.297 2.299 1.726
C 2.691 1.034 -1.154
H -2.571 -4.179 -0.987
H -1.090 1.226 -0.543
Si 1.360 0.634 0.148
H -0.288 -3.368 -1.350
H 2.323 1.975 -1.597
C -3.197 -2.707 0.316
C 0.782 -1.242 -0.003
H -0.314 2.575 0.390
H 2.943 0.878 2.354
C -0.552 -1.668 0.180
C -0.120 1.740 -0.421
Cl 3.727 -1.695 -0.153
```

Formally, the Löwdin partial charges of the atoms, in units of the elementary charge, are as follows: C -0.188; H 0.107; H 0.028; C -0.082; H 0.119; H -0.038; H 0.035; H 0.046; P 0.550; C -0.063; C -0.072; H 0.102; C -0.107; H 0.024; C -0.278; H 0.099; H 0.023; Si 0.530; H 0.096; H 0.007; C -0.106; C -0.501; H 0.075; H 0.010; C -0.413; C -0.170; Cl 0.168


Below is C10H14F12InN4O10S4 as an isolated structure at a distorted geometry, with properties calculated with the ωB97M-V functional and the def2-TZVPD basis.

Summary:
Kohn-Sham gap (spin up / spin down) = 0.135 / 0.169 hartree
E_HOMO (spin up / spin down) = -15.810 / -15.822 eV
Lowest unoccupied orbital energy (spin up / spin down) = -12.13 / -11.23 eV
Net charge = +2
⟨S²⟩ = 1.78
2S+1 = 2
E = -118128.37434 eV

Structure (XYZ):
```
55
C10H14F12InN4O10S4, DFT the ωB97M-V functional and the def2-TZVPD basis
H 26.110 9.419 16.317
F 26.673 8.232 19.887
C 27.437 12.515 21.274
H 22.070 6.850 21.218
H 17.623 8.026 18.860
O 20.563 13.601 19.988
O 23.231 12.760 16.489
F 28.418 13.122 21.921
H 24.573 7.616 18.198
H 18.553 8.055 17.497
S 26.200 9.375 22.308
F 27.868 11.528 20.382
C 24.865 7.966 17.208
C 21.814 10.464 16.031
F 17.860 13.763 18.280
In 22.681 11.407 20.883
H 25.679 7.291 16.943
O 24.430 10.406 18.759
F 20.517 10.141 15.820
S 20.546 13.493 18.530
C 18.790 12.791 18.147
O 26.854 11.649 23.903
C 25.229 10.387 17.849
O 25.530 8.829 23.492
C 25.872 7.994 20.974
F 26.756 13.388 20.564
N 25.458 9.289 17.077
H 19.500 6.514 19.301
H 18.795 9.367 18.570
H 27.148 11.078 17.399
O 27.629 9.532 22.443
H 22.804 7.101 19.697
S 26.113 11.880 22.602
N 19.695 7.504 19.290
F 18.668 12.219 16.924
O 20.768 14.751 17.805
N 25.353 10.563 21.714
H 21.659 5.908 19.774
C 18.637 8.289 18.558
H 24.086 7.768 16.472
F 24.663 7.983 20.541
F 26.152 6.782 21.482
F 22.471 10.324 14.823
H 26.191 12.167 18.503
O 25.101 12.933 22.631
C 21.834 6.913 20.156
F 22.381 9.665 16.981
F 18.497 11.823 19.014
S 21.874 12.268 16.628
N 21.561 12.097 18.191
O 20.871 12.953 15.754
O 21.089 9.183 19.917
C 20.820 7.975 19.822
H 25.920 12.070 16.713
C 26.180 11.527 17.621
```

Formally, the Löwdin partial charges of the atoms, in units of the elementary charge, are as follows: H 0.152; F 0.126; C -0.557; H 0.119; H 0.108; O -0.337; O -0.127; F 0.208; H 0.059; H 0.102; S 0.597; F 0.100; C -0.055; C -0.538; F 0.181; In 1.203; H 0.101; O -0.087; F 0.137; S 0.718; C -0.580; O -0.245; C -0.549; O -0.112; C -0.616; F 0.156; N 0.045; H 0.170; H 0.073; H 0.102; O -0.161; H 0.075; S 0.751; N 0.117; F 0.129; O -0.213; N -0.224; H 0.118; C 0.023; H 0.083; F 0.143; F 0.169; F 0.138; H 0.074; O -0.320; C 0.064; F 0.101; F 0.139; S 0.655; N -0.200; O -0.166; O 0.122; C -0.395; H 0.095; C 0.030


Below is C10H14F14InN3O16S7 as an isolated structure at a distorted geometry, with properties calculated with the ωB97M-V functional and the def2-TZVPD basis.

Summary:
Kohn-Sham gap = 0.120 hartree
ΔE to the lowest compared entry with this formula, charge and spin = 176.6 kcal/mol
E_HOMO = -10.682 eV
Lowest unoccupied orbital energy = -7.42 eV
2S+1 = 1
E = -166876.80098 eV

Structure (XYZ):
```
65
C10H14F14InN3O16S7, DFT the ωB97M-V functional and the def2-TZVPD basis
H 2.559 -3.988 0.720
C -1.097 -1.257 -5.882
F -0.499 -0.142 -5.982
O -1.884 -2.025 -3.319
C 1.052 -4.054 -0.876
C -3.142 3.840 1.221
F 3.629 -0.046 -5.126
N 1.864 2.251 -0.481
F 4.087 -0.571 -3.258
O 2.084 -0.091 1.720
H -2.170 4.009 1.684
H 0.890 -4.014 -1.953
C 2.430 -3.584 -0.284
O 1.145 4.140 -2.193
H 0.964 -5.127 -0.704
F -1.268 -3.945 2.247
H -4.241 0.565 2.179
F -0.793 -2.065 -6.929
F -0.344 1.503 4.175
O 3.786 2.882 1.184
H -2.568 0.936 2.625
O -0.068 -3.346 -0.221
F 1.155 2.567 2.860
S 1.906 -1.873 -4.087
O 4.082 3.323 -1.250
H -3.150 2.709 3.930
In 0.317 -0.178 -0.683
N 0.597 -1.268 -3.433
C -3.496 1.358 2.238
S 1.426 3.895 -0.766
O -0.355 -3.570 -4.541
F -1.080 -3.936 4.350
C -4.034 3.924 2.496
S -0.733 -2.174 -4.162
O -4.234 2.104 -0.389
O 2.078 5.013 -0.064
O 2.541 -3.032 -3.372
S -3.123 2.145 0.576
S 1.285 -0.280 2.920
N -0.203 -0.780 2.074
O 2.563 -2.084 -0.499
H -5.104 4.040 2.322
O 1.789 -1.154 3.916
O -1.744 1.725 0.162
O -0.771 -1.012 4.647
F 1.860 1.604 4.705
F 3.962 1.175 -0.326
H 3.470 -1.919 -0.229
H -0.861 -3.823 -0.475
C -3.918 2.557 3.171
F -2.436 -1.033 -6.007
F 2.328 0.657 -3.465
O -2.455 -1.464 2.935
C 3.023 -0.329 -3.952
H -3.697 4.804 3.044
F 0.731 -3.573 3.155
F 0.023 3.903 -0.098
H 3.229 -3.951 -0.928
S -1.022 -1.447 3.267
H -4.778 2.281 3.781
C -0.570 -3.347 3.205
C 0.972 1.451 3.716
H -2.984 4.591 0.447
O 1.662 -2.102 -5.543
S 3.331 2.631 -0.196
```

Formally, the Löwdin partial charges of the atoms, in units of the elementary charge, are as follows: H 0.123; C -0.623; F 0.212; O -0.299; C -0.166; C -0.214; F 0.142; N -0.289; F 0.179; O -0.368; H 0.094; H 0.089; C -0.104; O -0.270; H 0.127; F 0.131; H 0.106; F 0.136; F 0.074; O -0.266; H 0.051; O -0.113; F 0.083; S 0.669; O -0.257; H 0.106; In 1.442; N -0.294; C -0.158; S 0.580; O -0.297; F 0.094; C -0.191; S 0.726; O -0.317; O -0.239; O -0.282; S 0.778; S 0.690; N -0.289; O -0.149; H 0.110; O -0.229; O -0.450; O -0.271; F 0.158; F -0.204; H 0.091; H 0.095; C -0.195; F 0.126; F 0.153; O -0.303; C -0.682; H 0.119; F 0.148; F -0.170; H 0.120; S 0.592; H 0.116; C -0.597; C -0.473; H 0.116; O -0.261; S 0.440


Below is C10H14MgN2O4S4 as an isolated structure, with properties calculated with the ωB97M-V functional and the def2-TZVPD basis.

Summary:
Kohn-Sham gap = 0.187 hartree
ΔE to the lowest compared entry with this formula, charge and spin = 0.0 kcal/mol
E_HOMO = -0.710 eV
Lowest unoccupied orbital energy = 4.39 eV
Net charge = -2
2S+1 = 1
E = -70558.85214 eV

Structure (XYZ):
```
35
C10H14MgN2O4S4, DFT the ωB97M-V functional and the def2-TZVPD basis
C 2.717 -0.039 4.039
O 3.219 -0.525 0.900
H -0.524 0.669 -5.476
O 3.717 0.609 3.970
H -2.245 0.683 4.371
C 0.514 -1.172 -3.702
H 1.256 -1.538 -4.423
S -3.188 -1.925 0.877
H -0.562 1.933 -2.602
C -0.715 0.303 2.940
Mg -0.668 0.034 -0.621
H 1.484 0.646 -3.177
N -0.184 0.159 1.747
H 0.119 0.434 4.863
N 0.257 0.231 3.888
C 1.171 0.030 1.915
H -0.473 -1.528 -4.017
H 1.243 0.638 -5.659
H -2.567 1.308 2.708
S -3.033 1.323 0.099
H 1.844 -1.554 4.808
S -4.281 -0.330 0.157
C 1.482 0.097 3.243
H 0.434 2.054 -4.950
O 1.388 -0.202 -0.378
H -2.705 -0.396 3.017
O 2.603 -0.998 5.024
H -1.571 0.579 -3.076
C -2.142 0.495 3.299
C 0.421 0.962 -5.005
S -1.699 -2.291 -0.507
C 0.513 0.352 -3.598
H 0.728 -1.619 -2.730
C -0.584 0.831 -2.651
C 2.034 -0.252 0.705
```

Formally, the Löwdin partial charges of the atoms, in units of the elementary charge, are as follows: C -0.454; O 0.015; H 0.063; O 0.128; H 0.067; C -0.116; H 0.058; S -0.250; H 0.007; C -0.342; Mg 0.295; H 0.112; N 0.140; H 0.153; N 0.136; C -0.107; H 0.073; H 0.050; H 0.014; S -0.154; H 0.102; S -0.238; C -0.112; H 0.055; O -0.087; H 0.021; O 0.074; H 0.021; C -0.058; C -0.133; S -0.134; C -0.563; H 0.056; C -0.271; C -0.619


Below is the molecule C10H14N2 at a distorted geometry, with properties calculated with the ωB97M-V functional and the def2-TZVPD basis.

Summary:
Kohn-Sham gap (spin up / spin down) = 0.308 / 0.338 hartree
ΔE to the lowest compared entry with this formula, charge and spin = 91.8 kcal/mol
E_HOMO (spin up / spin down) = -8.755 / -9.203 eV
Lowest unoccupied orbital energy (spin up / spin down) = -0.36 / 0.00 eV
2S+1 = 1
E = -13573.20637 eV

Structure (XYZ):
```
26
C10H14N2, DFT the ωB97M-V functional and the def2-TZVPD basis
N -3.035 -0.825 -0.532
H -2.612 0.084 1.855
H -0.271 0.337 1.928
H 1.572 -0.670 1.713
H 2.084 -2.248 1.091
H 0.647 -0.204 -2.071
C -0.716 0.714 1.006
C 1.928 0.730 -0.631
H 2.544 1.219 -1.389
N -0.223 -2.641 0.152
H 1.861 1.405 0.226
H 3.539 -0.400 0.259
C -1.783 -0.316 -0.943
C -2.235 0.831 1.154
C 0.544 0.460 -1.208
H -2.541 1.817 1.503
C 0.280 -1.541 0.243
C -0.430 -0.194 -0.210
C -2.802 0.527 -0.232
H -0.298 1.707 0.813
H 0.105 1.398 -1.558
H -1.656 -0.370 -2.022
C 1.668 -1.279 0.811
H 2.713 -1.227 -1.067
C 2.565 -0.582 -0.200
H -3.447 1.269 -0.690
```

Formally, the Löwdin partial charges of the atoms, in units of the elementary charge, are as follows: N 0.195; H 0.117; H 0.111; H 0.113; H 0.114; H 0.128; C -0.114; C -0.194; H 0.114; N 0.261; H 0.111; H 0.113; C -0.241; C -0.114; C -0.152; H 0.110; C -0.373; C -0.321; C -0.285; H 0.118; H 0.128; H 0.142; C -0.141; H 0.120; C -0.194; H 0.134


Below is a 2-piece molecular cluster, C10H14N2 overall at a distorted geometry, with properties calculated with the ωB97M-V functional and the def2-TZVPD basis.

Summary:
Kohn-Sham gap = 0.313 hartree
ΔE to the lowest compared entry with this formula, charge and spin = 133.5 kcal/mol
E_HOMO = -8.007 eV
Lowest unoccupied orbital energy = 0.52 eV
SMILES = N[C@H]1C[C@@H](N)C1.C#C/C=C\C#C
2S+1 = 1
E = -13571.39910 eV

Structure (XYZ):
```
26
C10H14N2, DFT the ωB97M-V functional and the def2-TZVPD basis
N 0.569 1.770 0.571
H 0.475 1.309 1.475
H 3.975 -2.169 -0.098
H 1.616 1.572 -1.200
H -3.963 -1.568 1.666
N 2.961 -2.092 -0.107
C -2.417 -0.298 1.022
C -5.312 -0.424 -1.079
H 3.016 -0.665 -1.586
H 0.610 -0.891 0.305
C 1.479 1.017 -0.269
H 0.938 2.693 0.751
C 2.597 -0.793 -0.583
C -4.532 -0.614 -0.179
C -3.630 -0.867 0.897
H 3.755 1.095 0.037
C 1.098 -0.442 -0.575
H -0.954 2.123 -1.368
H -6.021 -0.262 -1.899
H -1.821 -0.519 1.861
H 2.795 0.283 1.319
C -1.383 1.429 -0.683
H 2.671 -2.170 0.858
H 0.501 -0.655 -1.473
C -1.875 0.633 0.093
C 2.849 0.503 0.242
```

Formally, the Löwdin partial charges of the atoms, in units of the elementary charge, are as follows: N -0.010; H 0.090; H 0.073; H 0.140; H 0.108; N 0.036; C -0.125; C 0.117; H 0.141; H 0.112; C -0.398; H 0.085; C -0.413; C -0.148; C -0.124; H 0.102; C -0.113; H 0.052; H 0.042; H 0.085; H 0.108; C 0.102; H 0.065; H 0.111; C -0.140; C -0.098